Entry 1:
20
Properties=species:S:1:pos:R:3 method="wB97M-V/def2-TZVPD" gap_ev="4.5 / 7.3" e_above_lowest_kj_mol=314.0
Na -0.94 1.85 -0.39
O 0.58 0.37 0.51
C -1.13 -1.23 0.19
H 2.72 0.46 1.42
C -3.25 -0.52 -0.60
O 1.01 2.97 -0.25
O -1.86 -0.28 -0.57
C 1.90 0.87 0.48
H 0.64 -1.04 -1.01
H 0.92 -1.68 0.64
H -1.44 -1.18 1.25
C 1.95 2.25 0.18
H 2.95 2.71 0.34
Mg 3.42 -0.09 -0.87
C 0.34 -0.94 0.05
O 4.37 -0.57 0.64
H -3.47 -1.48 -1.08
H -3.71 0.29 -1.18
H -3.67 -0.51 0.42
H -1.34 -2.25 -0.18

Entry 2:
20
Properties=species:S:1:pos:R:3 method="wB97M-V/def2-TZVPD" charge=+2 gap_ev=6.6 e_above_lowest_kj_mol=0.0
C -0.35 1.78 2.40
O -1.05 0.65 2.47
O 0.25 -1.29 -0.80
O 0.67 1.01 0.46
C 0.36 2.07 1.30
H 0.74 3.05 1.02
H -0.62 2.58 3.10
Mg -2.66 -0.41 2.67
H 0.46 -0.27 -2.58
O -2.38 -0.92 0.89
H 0.71 1.96 -1.41
H 1.88 -0.25 -1.42
H 0.21 -2.64 -2.37
C 0.26 1.08 -0.92
C 0.78 -0.19 -1.53
C 0.54 -2.58 -1.33
H 1.62 -2.76 -1.23
H -0.95 1.23 -1.03
Tl -0.45 -0.80 1.05
H -0.01 -3.31 -0.73

Entry 3:
20
Properties=species:S:1:pos:R:3 method="wB97M-V/def2-TZVPD" charge=+2 gap_ev="6.5 / 6.5" e_above_lowest_kj_mol=156.6 spin_multiplicity=2
O -0.70 -1.23 -0.15
H -3.15 2.70 0.42
H -3.01 -0.28 -0.22
C -2.26 0.42 -0.62
Mg 2.78 0.86 1.06
H -2.65 1.14 -1.36
H -1.39 -0.91 -2.10
C -1.10 -0.34 -1.21
H -0.13 0.39 -1.72
O 1.24 1.59 0.25
C 1.45 -1.95 0.41
Yb 0.17 0.58 1.24
H -2.20 2.57 1.92
O 1.74 -0.77 0.97
O -1.79 1.15 0.52
C -2.73 2.00 1.15
H 0.19 -2.91 -1.06
H -3.49 1.37 1.63
C 0.35 -2.12 -0.33
H 2.29 -2.64 0.28

Entry 4:
15
Properties=species:S:1:pos:R:3 method="wB97M-V/def2-TZVPD" gap_ev="7.0 / 9.1" e_above_lowest_kj_mol=503.9
C 0.12 -0.21 -0.42
C 1.03 -0.96 -1.34
H -1.83 -0.22 -1.31
H 0.47 -1.59 -2.03
C -1.05 0.49 -1.05
H -0.74 1.00 -1.98
H -0.97 -0.47 1.20
H 1.74 -1.58 -0.80
H -0.91 0.64 3.73
H -1.50 1.24 -0.40
H 1.62 -0.25 -1.94
N 0.72 0.30 0.73
H 1.57 0.85 0.79
C -0.11 0.55 3.02
C -0.16 0.19 1.77

Entry 5:
15
Properties=species:S:1:pos:R:3 method="wB97M-V/def2-TZVPD" gap_ev=9.2 smiles="C=CC(=C)NC" e_above_lowest_kj_mol=179.9
H 1.20 -2.38 -1.39
C -1.01 0.24 1.22
H -1.01 -1.56 -0.69
N -0.16 -1.01 -0.60
H 0.68 -1.09 -2.59
H 0.63 2.20 -0.01
C -0.21 0.24 -0.02
H 0.59 1.38 -1.62
H 1.69 -0.63 -1.36
H -1.96 -0.29 1.19
H 0.29 1.34 2.38
H -1.26 0.78 3.25
C 0.27 1.36 -0.59
C 0.89 -1.36 -1.54
C -0.63 0.77 2.38

Entry 6:
15
Properties=species:S:1:pos:R:3 method="wB97M-V/def2-TZVPD" gap_ev=8.7 smiles="C=C/C(C)=C/N" e_above_lowest_kj_mol=223.6
C 0.44 1.19 1.23
C -1.51 0.23 0.13
H 0.65 0.49 2.09
H -1.44 -1.75 -0.42
H -2.03 1.14 0.31
N 2.05 -0.45 -0.87
C 0.62 -0.50 -0.83
H -3.11 -1.30 -0.39
H 1.42 1.60 0.85
H 2.56 -0.51 -1.72
C -0.03 0.23 0.15
H 2.53 -0.60 -0.01
H 0.20 -0.97 -1.65
H -0.26 2.07 1.28
C -2.10 -0.89 -0.14